{
  "formula": "C5H10NO",
  "method": "ωB97M-V with the def2-TZVPD basis set",
  "elements": ["C", "C", "C", "C", "C", "N", "O", "H", "H", "H", "H", "H", "H", "H", "H", "H", "H"],
  "xyz": [[-0.905, 0.448, 1.063], [-1.541, -0.441, 0.062], [-2.302, -0.087, -1.177], [1.058, 0.513, -0.660], [2.921, -0.297, 0.682], [2.114, 0.360, -0.194], [-0.144, -0.422, 0.189], [-2.050, -1.263, 0.462], [-3.246, -0.682, -1.267], [-1.868, -0.366, -2.245], [-2.553, 1.023, -1.218], [0.370, 0.997, -1.285], [-0.569, 1.486, 0.875], [-0.810, 0.110, 2.097], [2.460, -1.132, 1.304], [3.312, 0.338, 1.373], [3.752, -0.584, -0.059]],
  "atomic_forces_ev_per_a": [[0.548, 0.425, 0.195], [-1.751, 1.448, -0.384], [-0.378, 1.271, -3.233], [0.156, -0.418, 0.460], [1.607, -3.955, -1.099], [-1.837, 1.694, -1.365], [1.017, -1.793, 0.349], [0.293, -1.625, 1.051], [0.638, 0.690, 0.687], [-0.077, 0.579, 2.403], [0.204, -1.431, -0.051], [-0.093, 0.800, -1.105], [-1.025, -0.414, 0.113], [-0.336, 0.231, -0.251], [0.340, 0.711, -1.378], [1.349, 2.195, 1.742], [-0.655, -0.408, 1.865]],
  "total_charge": 1,
  "homo_energy_ev": -15.29,
  "multiplicity": 1,
  "orbital_gap_ev": 11.9698,
  "energy_ha": -326.09617,
  "e_above_lowest_kcal_mol": 116.49
}


{
  "formula": "CHLiLuO2",
  "method": "ωB97M-V with the def2-TZVPD basis set",
  "elements": ["H", "O", "C", "O", "Li", "Lu"],
  "xyz": [[-1.568, 0.487, -0.141], [-0.964, -0.075, 0.933], [-0.238, 0.550, 0.056], [0.658, -0.218, -0.433], [1.392, 0.933, -1.866], [0.720, -1.677, 1.452]],
  "atomic_forces_ev_per_a": [[0.561, 1.218, -0.272], [0.903, -1.151, 2.495], [-2.571, -1.576, -1.291], [2.158, -0.387, 1.220], [0.335, 0.398, -0.787], [-1.387, 1.497, -1.365]],
  "total_charge": 3,
  "homo_energy_ev": -24.24,
  "multiplicity": 1,
  "orbital_gap_ev": 7.3261,
  "energy_ha": -1430.86790,
  "e_above_lowest_kcal_mol": 33.76
}


What did the first record say?
{
  "formula": "C5H10NO",
  "method": "ωB97M-V with the def2-TZVPD basis set",
  "elements": ["C", "C", "C", "C", "C", "N", "O", "H", "H", "H", "H", "H", "H", "H", "H", "H", "H"],
  "xyz": [[-0.905, 0.448, 1.063], [-1.541, -0.441, 0.062], [-2.302, -0.087, -1.177], [1.058, 0.513, -0.660], [2.921, -0.297, 0.682], [2.114, 0.360, -0.194], [-0.144, -0.422, 0.189], [-2.050, -1.263, 0.462], [-3.246, -0.682, -1.267], [-1.868, -0.366, -2.245], [-2.553, 1.023, -1.218], [0.370, 0.997, -1.285], [-0.569, 1.486, 0.875], [-0.810, 0.110, 2.097], [2.460, -1.132, 1.304], [3.312, 0.338, 1.373], [3.752, -0.584, -0.059]],
  "atomic_forces_ev_per_a": [[0.548, 0.425, 0.195], [-1.751, 1.448, -0.384], [-0.378, 1.271, -3.233], [0.156, -0.418, 0.460], [1.607, -3.955, -1.099], [-1.837, 1.694, -1.365], [1.017, -1.793, 0.349], [0.293, -1.625, 1.051], [0.638, 0.690, 0.687], [-0.077, 0.579, 2.403], [0.204, -1.431, -0.051], [-0.093, 0.800, -1.105], [-1.025, -0.414, 0.113], [-0.336, 0.231, -0.251], [0.340, 0.711, -1.378], [1.349, 2.195, 1.742], [-0.655, -0.408, 1.865]],
  "total_charge": 1,
  "homo_energy_ev": -15.29,
  "multiplicity": 1,
  "orbital_gap_ev": 11.9698,
  "energy_ha": -326.09617,
  "e_above_lowest_kcal_mol": 116.49
}